(a)
{"formula": "C6H15N4", "method": "ωB97M-V with the def2-TZVPD basis set", "symbols": ["C", "C", "C", "C", "C", "C", "N", "N", "N", "N", "H", "H", "H", "H", "H", "H", "H", "H", "H", "H", "H", "H", "H", "H", "H"], "xyz": [[-0.555, -2.039, 1.113], [0.025, -1.194, 0.057], [-1.289, 1.902, -0.779], [1.155, 1.698, -0.831], [0.015, 1.705, 1.351], [-0.085, 1.652, -0.063], [0.624, -2.696, 1.809], [1.620, -2.435, 1.165], [1.380, -1.511, 0.150], [-0.464, -1.882, -1.265], [-1.035, -1.580, 1.905], [-1.223, -2.849, 0.766], [-1.216, 3.011, -0.955], [-2.279, 1.840, -0.166], [-1.235, 1.281, -1.598], [1.072, 1.496, -1.933], [1.506, 2.736, -0.911], [1.928, 0.976, -0.619], [-0.714, 1.092, 1.878], [-0.444, 2.716, 1.721], [0.898, 1.394, 1.808], [2.150, -0.979, -0.139], [-1.476, -2.172, -0.949], [0.159, -2.781, -1.401], [-0.518, -1.379, -2.114]], "lowdin_charge": [-0.17, -0.31, -0.04, -0.05, -0.04, -0.33, 0.03, 0.00, -0.03, 0.15, 0.07, 0.12, 0.15, 0.15, 0.06, 0.12, 0.13, 0.07, 0.10, 0.17, 0.08, 0.09, 0.18, 0.20, 0.11], "gap_ev": 6.71, "multiplicity": 1, "e_lumo_ev": -4.8, "total_charge": 1}


(b)
{"formula": "C6H15N4", "method": "ωB97M-V with the def2-TZVPD basis set", "symbols": ["N", "C", "N", "C", "N", "C", "C", "N", "C", "C", "H", "H", "H", "H", "H", "H", "H", "H", "H", "H", "H", "H", "H", "H", "H"], "xyz": [[3.197, -0.257, 0.096], [1.898, -0.155, -0.075], [1.229, -1.198, -0.436], [1.214, 1.235, -0.160], [-0.159, 1.250, -0.129], [-0.954, 0.893, -1.288], [-1.699, -0.513, -1.101], [-1.155, -1.194, 0.136], [-1.132, -0.531, 1.452], [-0.897, 0.983, 1.051], [3.784, 0.584, 0.371], [3.776, -1.109, -0.201], [1.631, -2.156, -0.746], [0.207, -1.393, -0.177], [1.618, 1.871, 0.641], [1.579, 1.577, -1.118], [-0.355, 0.983, -2.239], [-1.830, 1.539, -1.445], [-2.767, -0.303, -0.994], [-1.622, -1.139, -1.969], [-1.561, -2.154, 0.320], [-0.441, -0.947, 2.205], [-2.188, -0.533, 1.951], [-1.809, 1.496, 1.047], [-0.428, 1.451, 2.002]], "lowdin_charge": [0.16, -0.36, 0.18, -0.11, -0.19, -0.12, -0.10, -0.12, -0.14, -0.17, 0.16, 0.17, 0.18, 0.01, 0.14, 0.14, 0.14, 0.12, 0.11, 0.11, 0.16, 0.12, 0.15, 0.10, 0.16], "gap_ev": 9.46, "multiplicity": 1, "smiles": "NC(=[NH2+])CN1CCNCC1", "e_lumo_ev": -2.8, "total_charge": 1}


Stability ranking, top entry: (b); the second entry is 0.1876 hartree less favorable.


(a)
{"formula": "C3H4Cl2Si", "method": "ωB97M-V with the def2-TZVPD basis set", "symbols": ["C", "C", "C", "Si", "Cl", "Cl", "H", "H", "H", "H"], "xyz": [[-0.602, -0.546, 2.644], [-0.485, 0.077, 1.628], [1.148, -0.608, -1.706], [0.269, 0.888, -0.941], [2.665, -0.809, -0.714], [1.756, -0.403, -3.379], [-0.846, -0.641, 3.676], [0.633, -1.568, -1.523], [1.230, 2.002, -1.025], [-0.938, 1.074, -1.853]], "lowdin_charge": [-0.15, -0.16, -1.28, 0.73, 0.44, 0.50, -0.01, 0.03, -0.05, -0.05], "gap_ev": 8.48, "multiplicity": 1, "e_lumo_ev": -1.5}


(b)
{"formula": "C3H4Cl2Si", "method": "ωB97M-V with the def2-TZVPD basis set", "symbols": ["C", "C", "C", "Si", "Cl", "Cl", "H", "H", "H", "H"], "xyz": [[-0.071, -1.451, -2.054], [-0.359, -0.707, -1.039], [0.780, -0.178, -1.954], [-0.786, 0.888, 2.668], [0.533, -0.135, 3.674], [-0.088, 2.606, 1.943], [-0.175, -2.360, -2.748], [1.690, -0.119, -1.261], [0.572, 0.689, -2.545], [-2.097, 0.766, 3.317]], "lowdin_charge": [-0.14, 0.01, -0.15, -0.33, 0.25, 0.22, 0.12, 0.09, 0.05, -0.12], "gap_ev": [9.10, 5.71], "multiplicity": 1, "e_lumo_ev": [-0.4, -1.5]}


Stability ranking, top entry: (b); the second entry is 0.0262 hartree less favorable.


(a)
{"formula": "C9H9N3O2", "method": "ωB97M-V with the def2-TZVPD basis set", "symbols": ["H", "N", "C", "N", "N", "C", "C", "C", "C", "C", "C", "C", "H", "H", "H", "H", "H", "H", "H", "H", "O", "C", "O"], "xyz": [[-0.576, 3.601, -0.936], [-0.612, 2.832, -0.174], [0.263, 1.910, -0.409], [0.922, 1.588, -1.546], [1.559, 0.319, -1.509], [1.347, -0.132, -0.295], [1.525, -1.556, 0.130], [0.429, -2.174, 0.463], [-0.868, -1.444, 0.692], [-0.798, -0.090, 0.637], [0.400, 0.784, 0.597], [0.514, 1.177, 2.192], [1.196, 2.167, -2.418], [2.503, -1.914, -0.061], [0.607, -3.187, 0.512], [-1.691, -2.149, 0.970], [-1.686, 0.534, 0.696], [1.442, 1.639, 2.387], [-0.108, 2.043, 2.365], [0.482, 0.245, 2.798], [-2.744, -2.913, -1.761], [-2.330, -2.030, -2.358], [-1.779, -1.247, -2.972]], "lowdin_charge": [0.08, 0.11, -0.43, 0.02, 0.12, -0.19, -0.04, -0.09, -0.04, -0.08, -0.28, 0.03, 0.19, 0.10, 0.08, 0.12, 0.12, 0.05, 0.07, 0.10, 0.21, -0.46, 0.22], "gap_ev": 8.75, "multiplicity": 1, "smiles": "[H]/N=C1\\NN=C2C=CC=C[C@@]21C.O=C=O", "e_lumo_ev": 0.3}


(b)
{"formula": "C9H9N3O2", "method": "ωB97M-V with the def2-TZVPD basis set", "symbols": ["C", "C", "O", "N", "C", "O", "N", "N", "C", "C", "C", "C", "C", "C", "H", "H", "H", "H", "H", "H", "H", "H", "H"], "xyz": [[-0.432, -0.578, 3.257], [0.233, -1.273, 2.089], [0.801, -2.366, 2.281], [0.266, -0.682, 0.890], [0.537, -1.467, -0.416], [-0.195, -2.636, -0.510], [1.989, -1.679, -0.593], [2.482, -0.802, -1.346], [1.501, 0.077, -1.838], [1.485, 1.240, -2.590], [0.294, 1.840, -2.952], [-0.905, 1.216, -2.670], [-0.960, 0.114, -1.854], [0.222, -0.434, -1.436], [-0.451, 0.543, 3.093], [-1.466, -0.847, 3.676], [0.290, -0.849, 4.006], [-0.385, 0.087, 0.854], [-0.241, -2.996, 0.337], [2.458, 1.763, -2.941], [0.307, 2.832, -3.427], [-1.882, 1.685, -3.138], [-1.926, -0.527, -1.689]], "lowdin_charge": [0.00, -0.54, 0.03, 0.17, -0.44, 0.10, 0.14, 0.10, -0.19, -0.02, -0.10, -0.10, -0.05, -0.13, 0.09, 0.11, 0.07, 0.13, 0.06, 0.15, 0.11, 0.15, 0.16], "gap_ev": 9.05, "multiplicity": 1, "smiles": "CC(=O)N[C@]1(O)N=Nc2ccccc21", "e_lumo_ev": -0.5}


Stability ranking, top entry: (b); the second entry is 0.0305 hartree less favorable.


(a)
{"formula": "C2H5NOS", "method": "ωB97M-V with the def2-TZVPD basis set", "symbols": ["C", "C", "N", "O", "S", "H", "H", "H", "H", "H"], "xyz": [[-1.219, -1.008, -0.315], [0.854, 0.545, 0.380], [-0.756, 0.214, -0.518], [-0.675, -1.867, 0.341], [2.081, -0.549, -0.174], [-2.188, -1.198, -0.821], [1.040, 1.571, 0.105], [0.505, 0.384, 1.387], [-1.222, 0.950, -1.016], [1.545, -1.616, 0.417]], "lowdin_charge": [-0.49, -0.44, 0.04, -0.05, 0.75, 0.13, 0.04, 0.05, 0.09, -0.13], "gap_ev": 10.01, "multiplicity": 1, "e_lumo_ev": 0.8}


(b)
{"formula": "C2H5NOS", "method": "ωB97M-V with the def2-TZVPD basis set", "symbols": ["C", "C", "N", "O", "S", "H", "H", "H", "H", "H"], "xyz": [[1.269, -1.166, 0.153], [0.746, 0.030, 0.423], [-1.113, 1.843, 0.257], [-2.168, -1.405, 0.003], [-0.861, 0.408, -0.229], [2.198, -1.569, 0.592], [0.718, -2.001, -0.312], [1.173, 0.840, 0.889], [-1.759, 2.572, -0.191], [-0.204, 0.448, -1.585]], "lowdin_charge": [-0.02, -0.35, -0.39, -0.42, 0.87, 0.08, 0.07, 0.05, 0.05, 0.08], "gap_ev": [7.85, 7.94], "multiplicity": 1, "e_lumo_ev": [-1.2, -1.1]}


(c)
{"formula": "C2H5NOS", "method": "ωB97M-V with the def2-TZVPD basis set", "symbols": ["C", "C", "H", "H", "H", "H", "H", "N", "O", "S"], "xyz": [[1.615, -0.180, -0.404], [-0.695, 0.354, 0.131], [2.239, -1.107, -0.245], [1.410, 0.139, -1.340], [2.205, 0.570, 0.203], [-2.008, -1.283, 0.722], [-2.744, 0.181, 0.302], [-1.568, 0.005, 1.083], [0.345, -0.468, 0.089], [-0.800, 1.789, -0.540]], "lowdin_charge": [-0.09, -1.18, 0.12, 0.03, 0.12, 0.23, 0.22, -0.02, -0.16, 0.73], "gap_ev": 8.37, "multiplicity": 1, "e_lumo_ev": -0.4}


(d)
{"formula": "C2H5NOS", "method": "ωB97M-V with the def2-TZVPD basis set", "symbols": ["C", "C", "N", "O", "S", "H", "H", "H", "H", "H"], "xyz": [[0.222, 1.212, -0.020], [1.342, 0.564, -0.037], [-1.105, -1.626, -0.942], [-1.532, -0.627, 1.499], [-1.683, -0.586, 0.025], [-0.594, 1.174, -0.671], [0.051, 1.920, 0.796], [2.039, 0.451, 0.721], [1.727, -0.076, -0.811], [-0.467, -2.406, -0.560]], "lowdin_charge": [-0.17, -0.07, -0.31, -0.49, 0.82, -0.02, 0.08, 0.04, 0.06, 0.06], "gap_ev": 9.94, "multiplicity": 1, "e_lumo_ev": -0.5}


Stability ranking, top entry: (a); the second entry is 0.0575 hartree less favorable.


(a)
{"formula": "C2H5NOS", "method": "ωB97M-V with the def2-TZVPD basis set", "symbols": ["C", "S", "C", "N", "O", "H", "H", "H", "H", "H"], "xyz": [[-1.945, 0.118, 0.152], [-0.372, -1.056, -0.100], [0.704, 0.285, -0.125], [2.000, 0.454, -0.015], [2.402, -0.809, 0.204], [-1.877, 0.266, 1.352], [-1.582, 1.018, -0.521], [-2.861, -0.599, -0.266], [0.217, 1.142, -0.385], [3.313, -0.820, -0.297]], "lowdin_charge": [-0.33, 0.81, -0.59, -0.08, -0.18, 0.07, 0.04, 0.08, 0.01, 0.16], "gap_ev": 9.34, "multiplicity": 1, "smiles": "CS/C=N\\O", "e_lumo_ev": 0.8}


(b)
{"formula": "C2H5NOS", "method": "ωB97M-V with the def2-TZVPD basis set", "symbols": ["C", "C", "N", "O", "S", "H", "H", "H", "H", "H"], "xyz": [[-0.447, -0.800, 0.889], [-1.358, 0.076, 0.156], [1.858, 0.032, -0.053], [-0.343, -1.872, 1.440], [1.563, 0.766, -1.476], [-1.667, 0.922, 0.814], [-0.819, 0.401, -0.658], [-2.271, -0.467, -0.040], [2.061, -1.023, -0.281], [1.421, 1.964, -0.791]], "lowdin_charge": [-0.20, -0.07, -0.51, 0.08, 0.61, 0.12, -0.03, 0.09, 0.02, -0.10], "gap_ev": [6.91, 8.51], "multiplicity": 1, "e_lumo_ev": [-0.2, 0.4]}


Stability ranking, top entry: (a); the second entry is 0.0084 hartree less favorable.


(a)
{"formula": "C11H21N3O3", "method": "ωB97M-V with the def2-TZVPD basis set", "symbols": ["N", "C", "C", "C", "C", "C", "N", "C", "O", "C", "C", "C", "C", "N", "C", "O", "O", "H", "H", "H", "H", "H", "H", "H", "H", "H", "H", "H", "H", "H", "H", "H", "H", "H", "H", "H", "H", "H"], "xyz": [[-5.118, -0.327, 0.651], [-3.951, -0.312, 1.652], [-2.688, 0.275, 0.751], [-2.347, -0.544, -0.475], [-0.910, -0.811, -0.920], [0.057, -1.718, -0.142], [0.477, -1.005, 1.052], [1.465, -0.104, 1.357], [1.821, 0.113, 2.516], [2.050, 0.581, 0.188], [3.546, 0.646, 0.024], [3.828, 2.142, -0.433], [2.390, 2.646, -0.787], [1.652, 2.049, 0.283], [1.157, -2.370, -1.036], [2.336, -2.152, -0.949], [0.646, -3.089, -1.966], [-5.213, 0.594, 0.270], [-5.992, -0.578, 1.141], [-3.649, -1.375, 1.740], [-4.176, 0.109, 2.617], [-2.987, 1.333, 0.428], [-1.767, 0.329, 1.402], [-2.724, -1.611, -0.403], [-2.856, -0.053, -1.322], [-0.461, 0.163, -1.065], [-1.033, -1.171, -1.911], [-0.610, -2.413, 0.220], [-0.070, -1.469, 1.735], [1.591, 0.099, -0.737], [3.811, -0.193, -0.720], [4.086, 0.494, 0.936], [4.383, 2.633, 0.381], [4.623, 2.159, -1.273], [2.360, 3.814, -0.905], [2.193, 2.394, -1.801], [0.682, 2.222, -0.064], [1.399, -3.501, -2.432]], "lowdin_charge": [-0.03, -0.21, -0.19, -0.23, -0.16, -0.19, 0.12, -0.43, 0.07, -0.28, -0.12, -0.15, -0.27, 0.00, -0.50, 0.12, 0.16, 0.04, 0.06, 0.09, 0.08, 0.12, 0.10, 0.13, 0.12, 0.10, 0.10, 0.12, 0.13, 0.13, 0.13, 0.10, 0.10, 0.12, 0.14, 0.09, 0.12, 0.16], "gap_ev": 9.66, "multiplicity": 1, "smiles": "NCCCC[C@H](NC(=O)[C@@H]1CCCN1)C(=O)O", "e_lumo_ev": 0.4}


(b)
{"formula": "C11H21N3O3", "method": "ωB97M-V with the def2-TZVPD basis set", "symbols": ["N", "C", "C", "C", "C", "C", "N", "C", "O", "N", "C", "C", "C", "C", "C", "O", "O", "H", "H", "H", "H", "H", "H", "H", "H", "H", "H", "H", "H", "H", "H", "H", "H", "H", "H", "H", "H", "H"], "xyz": [[4.839, 1.267, -0.721], [3.513, 0.860, -0.292], [3.576, -0.158, 0.811], [2.158, -0.748, 0.974], [1.472, -1.139, -0.300], [0.224, -1.874, 0.123], [-0.496, -2.574, -0.929], [-0.838, -0.910, 0.649], [-0.878, -0.666, 1.848], [-1.806, -0.413, -0.233], [-3.044, -1.164, -0.109], [-4.226, -0.219, -0.285], [-3.688, 1.143, 0.208], [-2.186, 1.060, -0.306], [-1.090, 2.136, 0.108], [0.092, 2.009, 0.139], [-1.755, 3.362, 0.130], [5.286, 1.685, 0.043], [4.855, 2.002, -1.520], [3.085, 0.419, -1.205], [2.989, 1.712, 0.102], [4.339, -0.857, 0.555], [3.779, 0.338, 1.788], [1.548, 0.011, 1.454], [2.153, -1.591, 1.723], [2.098, -1.858, -0.864], [1.185, -0.318, -1.014], [0.406, -2.565, 0.900], [0.109, -3.141, -1.500], [-0.880, -1.825, -1.548], [-2.976, -1.969, -0.863], [-3.083, -1.620, 0.915], [-4.528, -0.253, -1.290], [-4.988, -0.503, 0.415], [-4.215, 2.046, -0.116], [-3.775, 1.116, 1.372], [-2.295, 1.211, -1.396], [-0.958, 3.988, 0.236]], "lowdin_charge": [-0.03, -0.33, -0.19, -0.21, -0.18, -0.34, 0.05, -0.39, 0.12, -0.07, -0.17, -0.16, -0.11, -0.12, -0.42, 0.13, 0.06, 0.03, 0.11, 0.11, 0.10, 0.10, 0.12, 0.10, 0.14, 0.13, 0.13, 0.13, 0.07, 0.09, 0.11, 0.14, 0.09, 0.10, 0.11, 0.15, 0.15, 0.16], "gap_ev": 9.50, "multiplicity": 1, "smiles": "NCCCC[C@H](N)C(=O)N1CCC[C@H]1C(=O)O", "e_lumo_ev": 0.5}


Stability ranking, top entry: (b); the second entry is 0.0219 hartree less favorable.